1.
Below is C41H52BClMoN10OS4 as an isolated structure at a distorted geometry, with properties calculated with ωB97M-V/def2-TZVPD.

Atoms and positions in Å:
H (3.99527, 3.01757, -5.06595)
C (-3.72271, 2.65182, -2.66653)
C (2.28635, 4.03419, 2.82027)
H (-4.17198, -4.11511, -3.05952)
H (0.37858, -0.37472, 4.68343)
H (-1.61081, -3.00910, -4.38043)
H (-3.50269, -4.37576, -1.45133)
C (3.77397, 0.28040, 4.68671)
H (-0.98389, 4.28580, 5.26604)
N (-1.44213, -2.58889, -1.71124)
C (3.33057, -1.90306, 1.17892)
H (-3.41637, -0.67215, -1.98259)
H (2.72142, 1.79062, -5.06497)
C (4.47353, 1.28818, -3.89568)
C (-2.39982, 3.64136, 3.80484)
B (1.53832, -0.94168, -0.45854)
H (4.33018, -2.16575, 3.10594)
C (-2.61118, 3.19520, 2.48497)
N (3.74161, 0.23865, -3.09334)
C (3.46467, 2.29605, -4.44392)
H (4.47593, 0.09907, -5.72434)
N (0.78988, 3.11421, 1.19759)
C (2.62778, -1.88688, 5.29796)
N (-4.93338, -1.50916, 2.28415)
H (-0.29352, 3.03464, -4.42355)
H (-3.53486, 3.20575, -0.03429)
H (3.73767, 1.14688, 4.02217)
H (-3.25145, 3.75879, 4.46193)
H (5.94736, -0.08843, -4.73366)
H (-2.80222, -4.55073, 1.65609)
H (-2.01821, -2.32060, 1.30328)
C (-5.46779, -2.75176, 2.84522)
C (1.29529, 0.17073, 4.90378)
C (-3.64619, 2.61075, -4.02986)
C (-2.70417, -2.66402, -2.53755)
Cl (-5.07168, 2.38152, -4.97818)
C (-3.30580, -3.77286, 2.22836)
H (4.35603, -1.54623, -4.16315)
H (2.80586, -2.79289, -2.30988)
H (-5.49189, -0.67425, 2.31262)
H (-2.56662, -4.81674, -2.90349)
H (3.79747, 0.63677, 5.71705)
C (-1.25457, 2.92110, -3.93842)
H (-3.61163, 2.94910, 2.15445)
N (-1.58806, 2.62078, 0.28021)
C (5.51045, 1.95029, -2.99052)
C (5.17956, 0.61259, -5.06627)
C (0.30737, -3.24853, -0.52821)
C (-3.75090, -1.70720, -1.96979)
C (-2.40750, 2.76102, -4.66971)
H (-3.99532, -1.97325, -0.93963)
C (-4.81245, -3.93524, 2.15812)
C (-2.35030, -2.31189, -3.98112)
Mo (0.17475, 1.69545, -0.31563)
H (-5.12800, -3.96962, 1.11261)
H (1.48819, 4.51852, 4.74530)
C (-3.73043, -1.38436, 1.71207)
H (-4.68072, 2.55724, -2.16838)
H (6.22746, 1.21218, -2.62547)
H (-6.54394, -2.76453, 2.68820)
C (1.28667, 4.15008, 3.74546)
N (-2.94750, -2.47627, 1.65790)
H (1.35737, 0.31469, 5.98277)
H (2.57892, -1.63773, 6.35775)
H (3.89791, -2.42753, 0.42779)
H (1.23961, 1.14941, 4.42915)
C (-3.25403, -4.08442, -2.47521)
C (-2.54692, 2.75114, -1.90349)
H (5.67444, 1.38568, -5.65181)
O (-0.15749, 2.87455, -1.84187)
H (-2.36697, 2.73948, -5.75088)
H (5.04585, 2.44229, -2.13674)
C (1.68560, -0.63694, 2.00809)
H (-3.25025, -2.37896, -4.59310)
H (-2.96648, -3.84421, 3.26549)
C (-0.24013, 3.31863, 2.08780)
C (2.53899, -0.59835, 4.47830)
C (3.79904, -1.12761, -3.34699)
C (3.53789, -1.77240, 2.49613)
S (0.21970, 0.26826, 2.01965)
S (2.58867, 1.91366, -1.20879)
H (2.78976, 3.38139, 0.82901)
H (3.30165, 4.32546, 3.04917)
C (-1.14459, 3.93822, 4.25266)
N (2.51845, -0.76821, -1.59988)
C (-0.66432, -1.50555, -1.50477)
H (3.55912, -2.42756, 5.13122)
C (-0.03384, 3.80245, 3.38871)
N (2.51224, -0.98304, 3.01911)
H (6.05511, 2.70284, -3.56166)
H (1.02250, 0.17230, -0.31320)
N (2.16656, -1.20867, 0.88245)
C (3.03123, -1.74651, -2.43538)
H (4.70046, -0.26328, 4.49737)
C (-1.28756, 2.86334, -2.54277)
N (0.40910, -1.89434, -0.79544)
H (2.95381, 2.84211, -3.65428)
C (2.95498, 0.43260, -2.01656)
C (-1.54809, 3.02806, 1.64483)
H (-1.96220, -1.29671, -4.06129)
S (-0.90272, 0.10900, -2.03388)
C (1.99900, 3.50585, 1.55481)
H (1.79207, -2.54955, 5.06491)
H (-5.11805, -4.86276, 2.63883)
H (-5.28311, -2.78756, 3.92138)
H (-4.65434, -1.78628, -2.57660)
S (-3.19873, 0.07741, 1.03734)
H (-1.24921, -4.66787, -1.12229)
C (-0.82896, -3.68046, -1.10376)
H (1.04899, -3.78590, 0.04010)
C (-2.61254, 2.84798, -0.48464)

As for the lowest unoccupied orbital energy (alpha / beta): -0.220 / -0.210 Ha. Its HOMO energy (alpha / beta) is -12.26 / -12.24 eV. Its energy above the lowest of the compared OMol25 structures with the same formula, charge and spin is 10.8 kcal per mole. The multiplicity is 3. Its net charge is +2. Its expectation value of S² is 2.02.

These are the Mulliken partial charges, in e, on atoms 1 to 99:
1. H 0.557
2. C -0.731
3. C -0.958
4. H 0.459
5. H 0.432
6. H 0.387
7. H 0.338
8. C -1.514
9. H 0.480
10. N 0.852
11. C -1.202
12. H -0.030
13. H 0.382
14. C 1.095
15. C -1.197
16. B 1.569
17. H 0.555
18. C -0.378
19. N 0.459
20. C -1.492
21. H 0.478
22. N 0.517
23. C -1.624
24. N -0.071
25. H 0.526
26. H 0.422
27. H 0.269
28. H 0.447
29. H 0.474
30. H 0.356
31. H -0.280
32. C -0.736
33. C -2.207
34. C 0.018
35. C 1.138
36. Cl -0.198
37. C -0.585
38. H 0.552
39. H 0.733
40. H 0.243
41. H 0.477
42. H 0.450
43. C -0.367
44. H 0.425
45. N 1.038
46. C -1.464
47. C -2.178
48. C -1.376
49. C -0.626
50. C -0.611
51. H -0.132
52. C -0.558
53. C -1.612
54. Mo -2.900
55. H 0.206
56. H 0.498
57. C -0.130
58. H 0.510
59. H 0.388
60. H 0.418
61. C -0.657
62. N 0.319
63. H 0.612
64. H 0.472
65. H 0.709
66. H 0.436
67. C -2.060
68. C 0.242
69. H 0.459
70. O -0.824
71. H 0.470
72. H 0.288
73. C 0.162
74. H 0.517
75. H 0.334
76. C 0.560
77. C 1.271
78. C -0.456
79. C -0.545
80. S -0.032
81. S -0.107
82. H 0.365
83. H 0.513
84. C -0.975
85. N 0.960
86. C -0.175
87. H 0.400
88. C 1.347
89. N 0.688
90. H 0.483
91. H -0.576
92. N 0.715
93. C -1.187
94. H 0.408
95. C 0.030
96. N 0.818
97. H 0.294
98. C 0.306
99. C -0.638

2.
Below is a 2-piece molecular cluster, C3H7FOSi overall at a distorted geometry, with properties calculated with ωB97M-V/def2-TZVPD.

Atoms and positions in Å:
C (-0.52918, -0.71488, 0.70890)
C (-1.35508, -0.04655, -0.01838)
H (4.24748, 0.37302, -1.04543)
C (-2.89769, -0.07248, -0.11423)
F (-0.79878, 0.75525, -0.97192)
H (-0.38747, -1.59386, 1.23390)
H (-3.12618, -0.72576, 0.75819)
H (3.92720, 0.04038, 1.09841)
Si (2.85425, 0.42394, -0.06417)
H (2.28894, 1.77531, -0.11359)
O (1.95684, -0.81177, -0.30915)
H (-3.04258, -0.41902, -1.11660)
H (-3.13775, 1.01640, -0.04594)

As for the lowest unoccupied orbital energy (alpha / beta): -0.027 / -0.107 Ha. Its HOMO energy (alpha / beta) is -10.13 / -8.99 eV. Its energy above the lowest of the compared OMol25 structures with the same formula, charge and spin is 195.5 kcal per mole.

Let us look at the Mulliken charges, expressed in e, one per atom:
1. C -0.600
2. C 0.582
3. H -0.029
4. C -0.789
5. F -0.231
6. H 0.371
7. H 0.268
8. H -0.074
9. Si 0.315
10. H -0.091
11. O -0.269
12. H 0.286
13. H 0.262

3.
Below is C23H23NSn as an isolated structure at a distorted geometry, with properties calculated with ωB97M-V/def2-TZVPD.

Atoms and positions in Å:
C (-2.37269, -1.97250, 0.94748)
C (-2.83013, 0.70919, 3.50816)
H (1.69467, 5.17711, -0.67799)
C (-3.66544, -1.63828, 3.42263)
C (0.38286, -0.20363, -1.05825)
C (-3.07256, -3.02468, 1.51928)
H (-4.16596, -1.49121, 4.38259)
C (-0.57934, 2.50790, 1.04249)
H (2.57797, 0.10632, -2.90363)
C (-0.63477, 3.86537, 1.44578)
N (-1.55663, 0.29511, 1.07178)
C (0.43698, 0.02561, -2.54826)
H (4.45128, -2.30061, -0.94672)
C (1.16167, -1.69481, -0.91855)
C (0.17907, 4.82036, 0.83228)
C (1.71028, -0.43854, -3.29695)
H (-3.33445, 0.87073, 4.45933)
C (1.09548, 3.09202, -0.60252)
C (1.05280, 4.44098, -0.19333)
H (-4.27376, -3.69010, 3.19887)
C (-2.07518, 1.70767, 2.93136)
C (3.70575, -1.70075, -1.49417)
H (-1.94533, 2.67389, 3.40804)
C (2.00660, -1.94886, -3.41006)
C (-2.94899, -0.54708, 2.87609)
H (0.29104, 1.10033, -2.73662)
H (1.92591, -2.26962, -4.45579)
H (-0.42728, -0.48139, -3.00933)
H (0.30590, 1.01315, -0.38502)
H (4.24156, -0.80033, -1.83608)
H (-0.65524, -0.45394, -0.79569)
H (0.12740, 5.85999, 1.15662)
H (1.59649, -0.09002, -4.33921)
C (2.58159, -1.29965, -0.50355)
H (3.91752, -3.06487, -3.22336)
C (3.17093, -2.50547, -2.65764)
Sn (1.51193, -3.46182, -2.19129)
H (2.81064, -1.76068, 0.47365)
H (2.64493, -0.21204, -0.32521)
H (-1.32964, 4.15809, 2.23134)
H (-1.87394, -2.07978, -0.01735)
C (-2.27693, -0.72130, 1.60777)
C (-3.72337, -2.85640, 2.76163)
H (0.65197, -2.14311, -0.05193)
C (0.27684, 2.15226, 0.00932)
H (-3.12030, -3.98316, 1.00378)
H (1.77475, 2.78872, -1.40488)
C (-1.42290, 1.46985, 1.69311)

As for the lowest unoccupied orbital energy (alpha / beta): -0.070 / -0.070 Ha. Its HOMO energy (alpha / beta) is -6.44 / -6.44 eV. Its energy above the lowest of the compared OMol25 structures with the same formula, charge and spin is 122.1 kcal per mole.

Let us look at the Mulliken charges, expressed in e, one per atom:
1. C -0.501
2. C -0.830
3. H 0.382
4. C -0.805
5. C 0.509
6. C -0.680
7. H 0.358
8. C 0.455
9. H 0.173
10. C -0.506
11. N -0.405
12. C -0.658
13. H 0.390
14. C -0.660
15. C -0.725
16. C -0.887
17. H 0.389
18. C -0.329
19. C -0.609
20. H 0.368
21. C -0.779
22. C -0.984
23. H 0.248
24. C -0.797
25. C 1.139
26. H 0.556
27. H 0.529
28. H 0.215
29. H 0.131
30. H 0.329
31. H -0.177
32. H 0.372
33. H 0.584
34. C -0.282
35. H 0.480
36. C -0.424
37. Sn 0.153
38. H 0.418
39. H 0.125
40. H 0.276
41. H 0.484
42. C 0.361
43. C -0.546
44. H 0.656
45. C 0.050
46. H 0.411
47. H 0.437
48. C 0.606

4.
Below is one molecule with the formula CHOPS at a distorted geometry, with properties calculated with ωB97M-V/def2-TZVPD.

Atoms and positions in Å:
H (-0.13068, -1.06475, 0.63106)
P (0.12984, 1.43854, 0.00294)
O (1.33756, 1.23631, 0.91032)
S (-0.92602, -1.22873, -1.41764)
C (-0.41070, -0.38137, -0.12666)

As for the lowest unoccupied orbital energy: -0.074 Ha. Its HOMO energy is -9.05 eV. Its energy above the lowest of the compared OMol25 structures with the same formula, charge and spin is 10.4 kcal per mole. Its SMILES is O=PC=S.

Let us look at the Mulliken charges, expressed in e, one per atom:
1. H 0.350
2. P 0.430
3. O -0.413
4. S -0.157
5. C -0.209